1.
84
Properties=species:S:1:pos:R:3:lowdin_charge:R:1 method="wB97M-V/def2-TZVPD" de_lowest_ev=0.161 gap_ev=7.74 total_energy_ha=-2387.07024
Sr 0.571 0.600 -1.331 1.40
C -2.884 -3.181 -5.275 -0.09
C -1.828 -2.330 -5.962 -0.26
N -1.702 -1.008 -5.377 -0.05
C -0.974 -0.723 -4.271 -0.81
S -1.033 0.951 -3.747 0.54
N -0.394 -1.787 -3.723 -0.02
N 0.503 -1.476 -2.724 -0.11
C 0.844 -2.448 -1.949 -0.28
C 0.241 -3.814 -2.006 -0.03
C 2.004 -2.203 -1.014 -0.22
C 2.608 -3.261 -0.350 -0.01
C 3.730 -3.030 0.428 -0.06
C 4.227 -1.747 0.538 -0.05
C 3.566 -0.741 -0.147 -0.12
N 2.493 -0.950 -0.907 -0.01
H -2.915 -4.185 -5.703 0.07
H -3.875 -2.735 -5.379 0.07
H -2.658 -3.270 -4.212 0.06
H -2.075 -2.192 -7.017 0.11
H -0.857 -2.818 -5.914 0.10
H -2.210 -0.236 -5.770 0.10
H -0.688 -3.776 -2.564 0.06
H 0.053 -4.192 -0.999 0.08
H 0.908 -4.521 -2.507 0.10
H 2.200 -4.258 -0.438 0.11
H 4.206 -3.852 0.949 0.11
H 5.091 -1.512 1.142 0.11
H 3.905 0.286 -0.066 0.12
C -3.547 3.345 -2.600 -0.04
N -2.349 3.926 -3.188 -0.16
C -2.383 4.173 -4.621 -0.06
C -1.212 3.986 -2.474 -0.53
C 0.035 4.446 -3.183 0.01
O -1.189 3.655 -1.279 -0.02
H -4.354 4.080 -2.585 0.09
H -3.329 3.023 -1.590 0.08
H -3.855 2.482 -3.193 0.08
H -3.413 4.386 -4.905 0.09
H -2.037 3.299 -5.178 0.06
H -1.783 5.039 -4.888 0.08
H -0.061 5.486 -3.497 0.09
H 0.216 3.844 -4.075 0.08
H 0.879 4.357 -2.507 0.08
C -0.818 2.673 2.861 -0.09
C -1.198 1.221 3.199 -0.60
C -2.571 0.957 2.564 -0.09
C -1.301 1.076 4.720 -0.09
Si 0.165 0.124 2.471 0.46
O 0.301 0.314 0.862 -0.56
C -0.051 -1.701 2.903 -0.20
C -1.282 -2.328 3.130 -0.08
C -1.377 -3.697 3.353 -0.09
C -0.234 -4.484 3.350 -0.10
C 1.001 -3.891 3.127 -0.09
C 1.086 -2.522 2.910 -0.10
C 1.793 0.630 3.293 -0.22
C 2.711 1.467 2.651 -0.10
C 3.901 1.855 3.257 -0.09
C 4.206 1.406 4.534 -0.10
C 3.316 0.571 5.197 -0.09
C 2.131 0.190 4.580 -0.10
H -1.524 3.357 3.349 0.09
H -0.883 2.872 1.787 0.07
H 0.185 2.943 3.199 0.08
H -3.258 1.769 2.836 0.08
H -3.030 0.030 2.911 0.06
H -2.523 0.921 1.473 0.08
H -2.110 1.713 5.098 0.08
H -0.384 1.383 5.227 0.07
H -1.521 0.050 5.027 0.07
H -2.197 -1.750 3.133 0.08
H -2.346 -4.147 3.528 0.10
H -0.307 -5.550 3.526 0.10
H 1.903 -4.493 3.130 0.10
H 2.064 -2.078 2.747 0.09
H 2.507 1.840 1.653 0.08
H 4.586 2.510 2.732 0.10
H 5.131 1.706 5.012 0.10
H 3.546 0.214 6.193 0.10
H 1.461 -0.477 5.113 0.10
O 1.094 2.729 -0.398 -0.24
H 0.306 3.306 -0.559 0.01
H 0.849 2.173 0.376 -0.03

2.
65
Properties=species:S:1:pos:R:3:lowdin_charge:R:1 method="wB97M-V/def2-TZVPD" de_lowest_ev=0.948 smiles="CC(C)CCC(=O)N1CCC(N2CCC(C(=O)NCc3ccccn3)CC2)CC1" gap_ev=8.97 total_energy_ha=-1267.57400
C 8.257 -2.363 1.271 -0.09
C 7.390 -1.109 1.179 -0.44
C 8.278 0.127 1.049 -0.08
C 6.420 -1.239 0.002 -0.19
C 5.379 -0.123 -0.058 -0.11
C 4.335 -0.421 -1.125 -0.44
O 4.374 -1.431 -1.802 0.06
N 3.366 0.512 -1.305 -0.06
C 3.141 1.698 -0.515 -0.15
C 1.850 1.555 0.296 -0.11
C 0.671 1.316 -0.655 -0.33
N -0.589 1.320 0.067 -0.13
C -0.849 0.153 0.894 -0.18
C -1.998 0.447 1.856 -0.13
C -3.265 0.854 1.101 -0.23
C -3.886 -0.331 0.364 -0.46
O -3.390 -1.438 0.295 0.07
N -5.062 -0.031 -0.234 0.06
C -5.886 -1.042 -0.847 -0.12
C -7.325 -0.894 -0.433 -0.26
C -8.254 -1.900 -0.686 -0.02
C -9.567 -1.702 -0.300 -0.07
C -9.911 -0.510 0.322 -0.07
C -8.915 0.429 0.525 -0.14
N -7.658 0.246 0.158 0.10
C -2.918 1.992 0.135 -0.13
C -1.748 1.592 -0.760 -0.18
C 0.968 0.064 -1.497 -0.11
C 2.290 0.246 -2.240 -0.14
H 8.848 -2.480 0.364 0.08
H 8.937 -2.299 2.118 0.07
H 7.639 -3.250 1.392 0.07
H 6.807 -1.023 2.104 0.13
H 8.824 0.101 0.108 0.08
H 9.000 0.161 1.862 0.07
H 7.691 1.041 1.083 0.07
H 6.979 -1.254 -0.936 0.13
H 5.892 -2.192 0.074 0.12
H 5.858 0.829 -0.290 0.12
H 4.882 -0.037 0.912 0.13
H 3.984 1.887 0.148 0.11
H 3.047 2.552 -1.198 0.13
H 1.671 2.457 0.881 0.12
H 1.958 0.715 0.982 0.11
H 0.627 2.177 -1.336 0.14
H 0.044 -0.081 1.475 0.12
H -1.116 -0.727 0.291 0.12
H -1.707 1.261 2.522 0.12
H -2.196 -0.444 2.452 0.12
H -4.015 1.208 1.819 0.15
H -5.555 0.822 -0.012 0.12
H -5.491 -2.022 -0.556 0.13
H -5.823 -0.970 -1.943 0.13
H -7.945 -2.813 -1.170 0.11
H -10.311 -2.464 -0.478 0.11
H -10.924 -0.318 0.640 0.10
H -9.124 1.377 1.004 0.11
H -3.777 2.258 -0.483 0.11
H -2.624 2.868 0.717 0.12
H -1.512 2.418 -1.438 0.12
H -2.040 0.718 -1.368 0.13
H 0.166 -0.107 -2.217 0.12
H 1.042 -0.810 -0.849 0.12
H 2.553 -0.658 -2.792 0.12
H 2.216 1.086 -2.940 0.13

3.
17
Properties=species:S:1:pos:R:3:lowdin_charge:R:1 method="wB97M-V/def2-TZVPD" de_lowest_ev=0.604 smiles="CC(=O)NCN.O" gap_ev=10.22 total_energy_ha=-380.31448
C 1.105 2.046 -0.987 0.00
C 0.323 0.884 -0.415 -0.55
O -0.568 1.073 0.388 0.03
N 0.709 -0.351 -0.830 0.07
C -0.192 -1.505 -0.497 -0.27
N -1.501 -1.356 -0.978 0.03
H 1.365 2.752 -0.201 0.09
H 2.052 1.690 -1.388 0.07
H 0.579 2.520 -1.804 0.08
H 1.663 -0.455 -1.123 0.12
H 0.353 -2.380 -0.862 0.12
H -0.145 -1.676 0.574 0.10
H -1.567 -1.168 -1.963 0.08
H -2.094 -0.732 -0.465 0.07
O 0.133 -0.626 2.733 -0.07
H -0.074 -0.321 3.622 0.04
H -0.282 0.033 2.159 0.00

| no. | HOMO level (eV) |
| --- | --- |
| 1 | -7.7 |
| 2 | -8.2 |
| 3 | -9.4 |